DFT (wB97M-V/def2-TZVPD) results for a 7-piece molecular cluster, C2H16O5S overall at a distorted geometry.

Atoms and positions in Å:
S: 1.939 0.597 0.254
O: -2.165 -2.116 0.425
O: -2.607 0.053 -0.410
O: -1.306 2.526 -0.158
O: 1.654 -2.736 0.463
O: -0.543 -0.778 2.006
C: 2.026 2.384 -0.136
C: 0.053 -0.278 -2.517
H: -1.639 1.526 -0.384
H: -0.662 -0.180 -1.749
H: 0.947 2.880 -0.147
H: 0.215 0.698 -2.762
H: 2.392 2.350 -1.237
H: 0.015 -0.139 1.367
H: 2.725 3.054 0.473
H: -0.253 -0.876 -3.384
H: 0.881 -2.173 0.433
H: 0.878 -0.798 -2.016
H: 2.409 -2.095 0.528
H: -3.031 -2.539 0.630
H: -1.292 -1.207 1.510
H: -3.471 0.241 -0.796
H: -2.481 -1.231 -0.041
H: -1.388 2.699 0.809

maximum force: 3.6 eV/A
molecular weight: 152.2 g/mol
charge: 0
E: -859.88904 hartree
gap between HOMO and LUMO: 3.26 eV

***

DFT (wB97M-V/def2-TZVPD) results for C7H10O2 as an isolated structure at a distorted geometry.

Atoms and positions in Å:
O: 1.211 0.182 1.324
O: -1.393 1.453 1.155
C: -0.298 0.706 -0.935
C: -0.440 1.481 0.335
C: -0.108 -0.848 -0.391
C: -1.189 -1.262 0.612
C: -0.900 -0.432 -1.564
C: 0.960 1.653 0.902
C: 1.496 -0.623 -0.011
H: -0.458 -1.940 1.469
H: -1.829 -0.969 -1.631
H: 2.338 0.025 -0.630
H: -2.015 -0.190 0.978
H: 0.835 1.976 1.958
H: -2.178 -2.165 -0.123
H: -0.530 -0.852 -2.626
H: 2.043 -1.528 0.606
H: 1.878 2.207 0.229
H: 0.577 1.126 -1.657

maximum force: 6.3 eV/A
molecular weight: 126.2 g/mol
charge: 0
E: -422.83951 hartree
gap between HOMO and LUMO: 9.59 eV

***

DFT (wB97M-V/def2-TZVPD) results for an isolated ion of composition C5H7N2 and charge +1 at a distorted geometry.

Atoms and positions in Å:
N: -1.794 1.147 2.326
N: 0.229 -0.106 2.716
C: -0.595 -0.204 -0.107
C: -0.567 1.068 -0.745
C: 0.608 -0.835 0.378
C: 0.958 -0.552 1.812
C: -0.890 0.482 2.603
H: 1.548 -0.385 -0.149
H: 0.301 1.675 -0.680
H: 1.805 -1.220 2.209
H: -0.528 0.909 -1.857
H: -1.542 -0.637 0.047
H: 0.799 -1.864 0.204
H: -1.494 1.664 -0.601

maximum force: 3.9 eV/A
molecular weight: 95.1 g/mol
charge: +1
E: -303.81716 hartree
gap between HOMO and LUMO: 7.55 eV

***

DFT (wB97M-V/def2-TZVPD) results for a 2-piece molecular cluster, C5H14 overall at a distorted geometry.

Atoms and positions in Å:
C: 0.948 1.703 1.103
C: -1.934 -1.143 -2.034
C: -2.718 -0.501 -0.776
C: 2.560 -0.362 1.463
C: 1.649 0.502 0.506
H: 3.242 -1.089 0.943
H: 1.895 -0.972 2.178
H: -2.144 -0.108 -0.030
H: 0.323 1.539 2.066
H: 2.085 0.683 -0.549
H: -3.431 -1.304 -0.604
H: -0.944 -0.683 -2.024
H: 0.291 2.255 0.381
H: -1.900 -2.267 -1.791
H: -3.169 0.276 -1.445
H: 3.194 0.246 2.137
H: -2.449 -1.107 -2.980
H: 0.916 -0.230 0.113
H: 1.588 2.564 1.343

maximum force: 6.7 eV/A
SMILES: CCC.CC
molecular weight: 74.2 g/mol
charge: 0
E: -198.83277 hartree
gap between HOMO and LUMO: 11.89 eV

***

DFT (wB97M-V/def2-TZVPD) results for a 2-piece molecular cluster, C8H18NO3P overall at a distorted geometry.

Atoms and positions in Å:
P: -0.008 -2.230 -1.425
O: -2.753 1.484 -0.165
O: 4.940 -1.018 -1.138
O: -6.297 1.471 0.022
N: 2.630 -0.222 -0.948
C: 0.127 -0.257 0.828
C: 3.852 -0.867 -0.335
C: 2.265 1.094 -0.297
C: -0.878 -1.042 -0.204
C: 3.999 -1.443 1.192
C: 0.709 1.179 0.242
C: -5.057 1.603 0.514
C: -3.993 1.366 -0.660
H: 0.712 1.934 1.164
H: 4.622 -0.659 1.813
H: 2.367 1.944 -1.127
H: -1.547 -0.315 -0.867
H: 4.577 -2.475 1.154
H: -4.795 2.579 0.958
H: -0.015 1.681 -0.556
H: 2.759 -0.100 -1.990
H: -4.280 2.067 -1.465
H: 1.104 -2.930 -0.826
H: -4.764 0.912 1.324
H: -0.906 -3.276 -1.868
H: -4.261 0.397 -1.115
H: -1.625 -1.675 0.475
H: 3.074 1.314 0.522
H: -0.534 0.035 1.779
H: 0.984 -0.944 1.233
H: 2.991 -1.607 1.764

maximum force: 7.4 eV/A
molecular weight: 207.2 g/mol
charge: -2
E: -937.12557 hartree
gap between HOMO and LUMO: 2.07 eV

***

DFT (wB97M-V/def2-TZVPD) results for C18H40CoN5OP3 as an isolated structure at a distorted geometry.

Atoms and positions in Å:
Co: -1.167 -0.182 0.733
P: -3.197 -0.157 0.765
P: -0.536 1.729 1.241
P: -0.145 -1.440 2.059
O: 2.557 -1.634 -0.817
N: -0.984 -2.042 -3.155
N: -0.829 -0.998 -2.256
N: -0.190 -2.205 -4.293
N: -1.146 -1.501 -1.085
N: -1.263 -3.180 -2.524
C: 3.621 0.414 -0.363
C: -1.120 2.423 2.840
C: 3.004 2.465 -1.532
C: -3.993 0.639 2.214
C: -3.997 -1.803 0.754
C: 1.763 0.452 -1.967
C: 5.106 0.328 -3.259
C: 0.297 -3.160 1.595
C: 1.189 2.216 1.349
C: -1.427 -2.813 -1.250
C: -3.908 0.691 -0.700
C: -1.297 -1.687 3.488
C: 2.592 -0.251 -1.085
C: 4.326 1.067 -4.072
C: 1.975 1.806 -2.170
C: 3.853 1.771 -0.654
C: 1.449 -0.958 2.819
C: -1.195 2.941 0.020
H: 0.818 -3.665 2.417
H: -0.551 3.834 0.003
H: -0.537 -3.032 -4.771
H: 5.749 0.826 -2.517
H: -1.647 -3.535 -0.498
H: -2.218 -2.156 3.149
H: 1.563 2.510 0.359
H: -3.809 0.020 -1.566
H: 4.224 -0.230 0.279
H: 1.673 -2.017 -1.109
H: -3.403 -2.506 1.347
H: -2.216 3.249 0.295
H: -4.574 1.507 1.869
H: -0.592 -3.747 1.334
H: -0.419 3.214 3.119
H: -2.129 2.830 2.723
H: 1.284 3.062 2.043
H: 0.968 -3.174 0.731
H: 3.160 3.524 -1.690
H: -4.972 0.911 -0.530
H: 4.346 2.157 -3.962
H: -4.669 -0.093 2.675
H: 4.711 2.218 -0.222
H: 5.153 -0.757 -3.331
H: 2.220 -0.880 2.041
H: -1.088 1.635 3.601
H: -0.145 -1.368 -4.873
H: -3.368 1.625 -0.915
H: 3.686 0.628 -4.825
H: -4.060 -2.148 -0.283
H: -0.844 -2.309 4.254
H: 1.354 2.327 -2.935
H: 1.381 0.013 3.324
H: 1.065 -0.114 -2.575
H: -3.238 0.963 2.945
H: 1.777 -1.715 3.547
H: 1.795 1.396 1.735
H: -1.573 -0.731 3.923
H: -4.999 -1.711 1.184
H: -1.214 2.509 -0.992

maximum force: 5.3 eV/A
⟨S²⟩: 6.04
molecular weight: 494.4 g/mol
2S+1: 5
charge: +3
E: -3464.54994 hartree
gap between HOMO and LUMO (alpha / beta): 8.49 / 4.38 eV